No. 1
11 unconnected molecules or ions with the total composition C51H55N11. Source: the OMol25 dataset; level of theory: ωB97M-V with the def2-TZVPD basis set.

Atoms and positions in Å:
N: -20.7749 5.2487 29.5529
C: -21.0803 5.3384 28.2060
C: -21.0531 6.7227 27.9177
C: -20.7878 7.4108 29.0404
C: -20.5413 6.5256 30.0595
H: -20.8700 4.3479 29.9997
H: -21.3963 4.5334 27.5589
H: -21.2003 7.1234 26.9256
H: -20.6994 8.4867 29.0727
H: -20.4439 6.5482 31.1348
N: -14.9316 8.5483 34.5454
C: -15.0365 7.2026 34.3059
C: -16.2052 6.7335 34.8998
C: -16.8264 7.7855 35.5478
C: -16.0563 8.9049 35.2534
H: -14.1861 9.1638 34.2530
H: -14.2402 6.7214 33.7575
H: -16.5410 5.7082 34.9493
H: -17.6689 7.7900 36.2235
H: -16.1747 9.9284 35.5772
N: -16.8791 8.2056 28.8564
C: -15.7176 8.9101 28.8147
C: -15.3049 9.1423 30.1756
C: -16.2062 8.5126 31.0531
C: -17.2120 8.0117 30.1875
H: -17.4217 7.8634 28.0763
H: -15.3367 9.2826 27.8753
H: -14.5370 9.8039 30.5484
H: -16.2189 8.4934 32.1328
H: -18.0865 7.4324 30.4446
N: -19.5666 7.4876 33.5718
C: -20.1192 8.4388 32.7572
C: -21.4730 8.5571 33.0246
C: -21.7712 7.5592 33.9708
C: -20.5843 6.9837 34.3683
H: -18.6248 7.1291 33.5048
H: -19.5298 9.0571 32.0964
H: -22.2221 9.2068 32.5964
H: -22.7272 7.2773 34.3867
H: -20.3292 6.2608 35.1290
N: -16.4032 11.0612 21.8923
C: -15.6790 10.8029 22.9775
C: -16.2039 10.3185 24.2201
C: -17.5881 10.1592 24.2386
C: -18.3944 10.4005 23.1747
C: -17.7722 10.8511 21.9589
H: -14.6024 10.8811 22.9458
H: -15.5779 10.1203 25.0775
H: -17.9519 9.7462 25.1678
H: -19.4650 10.2973 23.2722
H: -18.3501 11.0550 21.0696
N: -13.0827 12.9626 26.8903
C: -13.8604 13.4559 25.8668
C: -15.2683 13.4054 25.7381
C: -15.9603 12.5747 26.6403
C: -15.2283 12.0655 27.7379
C: -13.8368 12.2956 27.8559
H: -13.2995 14.0127 25.1307
H: -15.8000 13.9518 24.9732
H: -17.0160 12.4006 26.4931
H: -15.7677 11.4440 28.4373
H: -13.3253 11.9539 28.7436
N: -13.1782 5.1472 31.5995
C: -12.1316 5.0691 30.7392
C: -12.2654 5.3410 29.4051
C: -13.5250 5.6760 28.8657
C: -14.6020 5.8309 29.7549
C: -14.3617 5.6429 31.0830
H: -11.1569 4.7404 31.0684
H: -11.3489 5.2393 28.8428
H: -13.5409 5.9078 27.8110
H: -15.5628 6.1484 29.3774
H: -15.1167 5.9140 31.8061
N: -19.8202 11.8101 26.9626
C: -20.8265 12.7057 27.0684
C: -21.1657 13.2546 28.2802
C: -20.5122 12.8331 29.4067
C: -19.5482 11.8627 29.3421
C: -19.2246 11.3626 28.0967
H: -21.3156 12.9766 26.1443
H: -21.8488 14.0910 28.2915
H: -20.7986 13.1950 30.3831
H: -18.9655 11.5531 30.1971
H: -18.4561 10.6077 28.0201
N: -11.7983 10.0613 30.1408
C: -11.3153 8.8096 29.9698
C: -9.9512 8.4883 29.7604
C: -9.0571 9.5557 29.8188
C: -9.5203 10.8689 30.0068
C: -10.8985 11.0456 30.2058
H: -12.0031 7.9809 29.8875
H: -9.5543 7.4848 29.7177
H: -8.0246 9.2743 29.6737
H: -8.8691 11.7256 30.0988
H: -11.2939 12.0422 30.3358
N: -17.5029 6.9220 26.2921
C: -16.2068 6.5383 26.1675
C: -15.7361 5.5642 25.3224
C: -16.6857 4.8856 24.5130
C: -18.0262 5.3642 24.5178
C: -18.3630 6.4084 25.3535
H: -15.4405 7.0238 26.7536
H: -14.6849 5.3189 25.3585
H: -16.3725 4.0762 23.8703
H: -18.8762 4.8570 24.0858
H: -19.3789 6.7706 25.4084
N: -18.8583 13.7306 32.6952
C: -18.8320 12.7117 33.5661
C: -17.7510 11.7902 33.6040
C: -16.8101 11.8391 32.5655
C: -16.8175 12.8718 31.6238
C: -17.8418 13.8398 31.7833
H: -19.6311 12.5624 34.2772
H: -17.6748 11.0232 34.3606
H: -15.9875 11.1398 32.5415
H: -16.0344 12.9077 30.8809
H: -18.0782 14.6112 31.0654

Summary:
charge: +1
2S+1: 2
electronic energy: -2578.28714 a.u.

Atom charges from the Löwdin analysis, given in e for atoms 1 to 6:
1 N 0.017
2 C -0.092
3 C -0.142
4 C -0.146
5 C -0.135
6 H 0.149



No. 2
A molecular structure, C51H56AsCdN7O3S2Sb. Source: the OMol25 dataset; level of theory: ωB97M-V with the def2-TZVPD basis set.

Atoms and positions in Å:
Cd: 1.4931 0.9155 -0.6606
C: 5.0602 2.3650 1.6472
C: 4.1560 1.8637 0.5612
N: 2.9108 2.1744 0.5137
N: 2.4252 3.0704 1.3956
C: 1.1123 3.2697 1.2669
O: 0.2943 2.6554 0.5365
C: 0.5971 4.3656 2.1430
C: 1.1628 4.6006 3.3942
C: 0.6737 5.6166 4.1997
C: -0.3770 6.4108 3.7596
C: -0.9352 6.1863 2.5091
C: -0.4517 5.1657 1.7037
C: 4.6599 0.9749 -0.4946
C: 5.9977 0.5804 -0.5412
C: 6.4176 -0.2787 -1.5397
C: 5.5098 -0.6948 -2.4992
C: 4.2089 -0.2298 -2.3998
N: 3.7927 0.5736 -1.4355
H: 4.4388 2.7179 2.4653
H: 5.6723 3.2008 1.2996
H: 5.7058 1.5625 2.0028
H: 1.9770 3.9688 3.7198
H: 1.1113 5.7960 5.1744
H: -0.7609 7.2041 4.3896
H: -1.7500 6.8100 2.1615
H: -0.8716 4.9817 0.7221
H: 6.7001 0.9381 0.1971
H: 7.4481 -0.6105 -1.5707
H: 5.7958 -1.3649 -3.2977
H: 3.4678 -0.5133 -3.1361
S: 1.4025 2.6745 -2.5898
C: 0.7434 2.0691 -4.0796
C: 0.8295 2.8901 -5.2228
C: 0.3537 2.4774 -6.4481
C: -0.2440 1.2263 -6.5854
C: -0.3620 0.4200 -5.4697
C: 0.1176 0.8167 -4.2206
As: -0.0570 -0.3860 -2.6779
C: 0.8831 -1.9263 -3.4690
C: 0.7983 -3.1829 -2.8726
C: 1.4776 -4.2716 -3.3973
C: 2.2628 -4.1268 -4.5304
C: 2.3844 -2.8753 -5.1157
C: 1.7145 -1.7848 -4.5799
C: -1.9228 -0.8266 -3.1581
C: -2.7846 0.2569 -3.3265
C: -4.1258 0.0592 -3.6071
C: -4.6251 -1.2306 -3.7432
C: -3.7744 -2.3135 -3.5858
C: -2.4342 -2.1117 -3.2784
H: 1.2985 3.8596 -5.1136
H: 0.4397 3.1286 -7.3106
H: -0.6083 0.8852 -7.5464
H: -0.8252 -0.5568 -5.5648
H: 0.2120 -3.3132 -1.9707
H: 1.3890 -5.2400 -2.9194
H: 2.7842 -4.9785 -4.9500
H: 2.9932 -2.7449 -6.0023
H: 1.8449 -0.8167 -5.0433
H: -2.3914 1.2623 -3.2261
H: -4.7815 0.9112 -3.7390
H: -5.6736 -1.3882 -3.9634
H: -4.1531 -3.3214 -3.7075
H: -1.7815 -2.9642 -3.1301
N: 2.5629 -6.3928 4.3434
C: 2.5253 -5.3042 3.4725
C: 2.3198 -4.0144 3.9596
C: 2.3203 -2.9330 3.0947
C: 2.5285 -3.1311 1.7428
C: 2.7781 -4.4000 1.2503
C: 2.7742 -5.4820 2.1070
S: 2.4735 -1.7117 0.6635
O: 3.2632 -0.7053 1.3303
O: 2.9323 -2.1441 -0.6377
N: 0.9671 -1.1006 0.5165
C: -0.0788 -1.9437 0.3381
N: 0.0283 -3.2752 0.5376
C: -1.0712 -4.0044 0.5015
C: -2.3212 -3.4733 0.2311
C: -2.3273 -2.1195 -0.0662
N: -1.2444 -1.3635 -0.0214
H: 2.0873 -6.2602 5.2194
H: 2.3924 -7.2901 3.9228
H: 2.1534 -3.8622 5.0200
H: 2.1631 -1.9267 3.4618
H: 2.9537 -4.5200 0.1889
H: 2.9523 -6.4811 1.7248
H: -0.9343 -5.0666 0.6944
H: -3.2225 -4.0682 0.2276
H: -3.2428 -1.6141 -0.3625
C: -4.4940 2.9165 3.1583
C: -2.9733 2.9830 3.0864
C: -2.3858 3.2082 4.4760
Sb: -1.8394 1.3042 2.1059
C: -2.4736 -0.3205 3.5423
C: -1.4180 -1.4200 3.4867
C: -3.8751 -0.9108 3.4689
C: -3.0851 1.2183 0.2611
C: -4.5296 0.7577 0.4091
C: -2.9828 2.5756 -0.4280
H: -4.8717 3.7331 3.7867
H: -4.8395 1.9800 3.6009
H: -4.9479 3.0229 2.1743
H: -2.6949 3.8360 2.4615
H: -2.6904 2.4111 5.1600
H: -2.7393 4.1581 4.8929
H: -1.2946 3.2461 4.4473
H: -2.3628 0.2119 4.4941
H: -1.5727 -2.0605 2.6159
H: -1.4626 -2.0574 4.3780
H: -0.4095 -1.0056 3.4127
H: -4.0043 -1.4872 2.5502
H: -4.6365 -0.1308 3.5020
H: -4.0595 -1.5925 4.3099
H: -2.5315 0.4909 -0.3281
H: -5.1470 1.5095 0.8991
H: -4.6012 -0.1622 0.9891
H: -4.9657 0.5654 -0.5797
H: -3.3508 3.3864 0.2077
H: -3.5757 2.5756 -1.3499
H: -1.9452 2.7915 -0.6946

Summary:
charge: -1
2S+1: 1
energy relative to the best compared isomer or geometry (same formula, charge and spin): 37.5 kcal per mole

Atom charges from the Löwdin analysis, given in e for atoms 1 to 6:
1 Cd 1.204
2 C -0.030
3 C -0.305
4 N -0.057
5 N 0.049
6 C -0.520